A cluster of 2 separate species, C2H3NS in total in a non-equilibrium geometry. Source: the OMol25 dataset; level of theory: ωB97M-V/def2-TZVPD.

The energy above the lowest of the compared OMol25 structures with the same formula, charge and spin is 315.3 kJ/mol. The orbital gap (spin up / spin down) comes out at 8.5 / 7.2 eV. The LUMO energy (spin up / spin down) is -1.68 / -2.54 eV. The value obtained for the HOMO energy (spin up / spin down) is -0.3755 / -0.3584 hartree.

Structure (ORCA input):
```
! wB97M-V def2-TZVPD RIJCOSX def2/J DEFGRID3
* xyz 0 1
C 1.14483 0.27190 0.12287
C 0.56004 -0.96791 -0.21048
N 1.61703 1.23977 0.44990
S -2.36829 0.75280 0.37924
H 0.27251 -1.10989 -1.16995
H 0.19051 -1.73327 0.55232
H -1.41663 1.54660 -0.12391
*
```